# C56H165N28O9P9

A cluster of 10 separate species, C56H165N28O9P9 in total at a distorted geometry (ωB97M-V/def2-TZVPD, the Open Molecules 2025 dataset).

Properties
DFT total energy ... -7515.28715 a.u.
E_LUMO ... 0.0 eV
Net charge ... 0
Gap between HOMO and LUMO ... 7.805 eV
SMILES ... CN(C)P(=O)(N(C)C)N(C)C.CN(C)P(=O)(N(C)C)N(C)C.CN(C)P(=O)(N(C)C)N(C)C.CN(C)P(=O)(N(C)C)N(C)C.CN(C)P(=O)(N(C)C)N(C)C.CN(C)P(=O)(N(C)C)N(C)C.CN(C)P(=O)(N(C)C)N(C)C.CN(C)P(=O)(N(C)C)N(C)C.CN(C)P(=O)(N(C)C)N(C)C.CC#N
Energy relative to the best compared isomer or geometry (same formula, charge and spin) ... 152.5 kcal/mol

Geometry (Å):
O1 -4.2415 -21.2794 11.1586
P1 -3.3051 -21.4748 12.2948
N1 -2.9703 -23.0412 12.8668
C1 -2.3774 -23.2282 14.1876
C2 -2.8574 -24.1072 11.9266
N2 -3.8515 -20.5974 13.6920
C3 -5.0239 -21.0794 14.5152
C4 -3.8074 -19.1260 13.7075
N3 -1.7108 -20.8303 12.0422
C5 -1.0725 -20.7727 10.7145
C6 -0.7239 -20.5234 13.1094
H1 -1.3960 -23.6750 14.0286
H2 -2.9269 -23.7686 14.9583
H3 -2.2406 -22.2911 14.7272
H4 -3.1710 -24.9886 12.4859
H5 -1.8736 -24.1741 11.4619
H6 -3.6832 -24.1338 11.2156
H7 -5.8402 -20.4593 14.1447
H8 -5.1806 -22.1310 14.2748
H9 -4.7062 -21.0212 15.5562
H10 -4.6563 -18.7736 13.1216
H11 -3.9349 -18.8406 14.7517
H12 -2.8256 -18.8539 13.3201
H13 -1.7079 -20.3039 9.9632
H14 -0.0448 -20.4112 10.7510
H15 -0.9390 -21.8095 10.4059
H16 -1.2490 -20.3949 14.0559
H17 -0.1500 -19.6090 12.9589
H18 -0.0307 -21.3571 13.2212
O2 -8.3596 -19.8397 25.0640
P2 -8.2825 -21.1242 24.3705
N4 -8.4734 -21.0967 22.6596
C7 -9.8194 -20.8512 22.1054
C8 -7.3561 -20.7549 21.7418
N5 -9.5514 -22.2128 24.9219
C9 -9.7618 -23.5252 24.3005
C10 -10.2346 -22.0336 26.2749
N6 -6.8692 -22.1509 24.7285
C11 -5.9277 -21.7483 25.7965
C12 -6.6696 -23.4197 24.0805
H19 -9.8654 -19.9177 21.5446
H20 -10.4936 -20.7128 22.9505
H21 -10.2151 -21.6367 21.4615
H22 -6.4670 -21.2794 22.0918
H23 -7.1614 -19.6829 21.7091
H24 -7.6511 -21.0850 20.7458
H25 -9.7294 -23.4833 23.2118
H26 -9.0323 -24.2808 24.5920
H27 -10.7768 -23.8625 24.5101
H28 -10.2270 -22.9088 26.9244
H29 -9.8151 -21.2388 26.8918
H30 -11.2794 -21.8881 26.0006
H31 -6.2836 -22.0510 26.7814
H32 -4.9043 -22.0955 25.6547
H33 -5.8375 -20.6661 25.8909
H34 -5.6848 -23.4630 23.6154
H35 -7.4249 -23.6421 23.3268
H36 -6.6223 -24.2677 24.7636
O3 -15.2872 -26.6636 26.5907
P3 -15.1211 -27.3319 27.9154
N7 -13.5386 -27.9358 28.2340
C13 -12.7118 -28.4421 27.1004
C14 -13.1021 -28.3966 29.5485
N8 -16.1685 -28.6722 28.1770
C15 -16.4283 -29.3341 29.4051
C16 -16.7855 -29.3159 27.0124
N9 -15.5604 -26.2906 29.1769
C17 -16.9555 -25.9598 29.3079
C18 -14.6342 -25.2189 29.5174
H37 -11.8733 -29.0222 27.4858
H38 -12.2894 -27.6290 26.5100
H39 -13.3065 -28.9628 26.3498
H40 -13.3919 -29.4452 29.6160
H41 -13.5504 -27.8053 30.3470
H42 -12.0326 -28.5606 29.6798
H43 -17.4950 -29.3189 29.6285
H44 -16.1661 -30.3801 29.2462
H45 -15.8004 -28.8886 30.1767
H46 -17.8415 -29.0502 27.0597
H47 -16.4436 -29.0657 26.0081
H48 -16.7506 -30.4045 27.0560
H49 -17.1929 -25.0955 28.6876
H50 -17.5447 -26.8207 28.9918
H51 -17.2844 -25.6629 30.3038
H52 -14.7008 -24.3913 28.8112
H53 -13.6290 -25.6357 29.5804
H54 -14.9194 -24.8169 30.4896
O4 -7.4244 -25.6208 9.2703
P4 -7.4950 -27.0107 9.9016
N10 -9.0924 -27.6413 9.9776
C19 -10.1629 -26.6270 10.1478
C20 -9.4104 -29.0417 10.3501
N11 -7.1743 -26.9853 11.6164
C21 -7.1187 -28.2397 12.3752
C22 -7.5154 -25.7834 12.4257
N12 -6.5397 -28.2621 9.1735
C23 -5.1677 -28.6647 9.6317
C24 -6.9095 -28.5612 7.7507
H55 -9.8686 -25.7277 9.6067
H56 -10.3172 -26.5009 11.2194
H57 -11.0722 -27.1070 9.7861
H58 -10.4403 -29.2512 10.0612
H59 -9.2944 -29.2469 11.4143
H60 -8.7351 -29.7043 9.8087
H61 -6.6842 -29.0954 11.8586
H62 -6.6030 -28.0632 13.3191
H63 -8.1027 -28.4874 12.7734
H64 -7.0634 -25.8743 13.4134
H65 -7.2315 -24.8736 11.8969
H66 -8.5904 -25.9102 12.5539
H67 -5.0131 -28.4262 10.6839
H68 -5.1309 -29.7497 9.5336
H69 -4.3612 -28.3041 8.9933
H70 -7.9759 -28.7679 7.6612
H71 -6.4618 -29.5165 7.4769
H72 -6.5534 -27.8112 7.0445
O5 -19.1178 -20.6731 12.3487
P5 -19.3328 -21.4256 13.6132
N13 -18.0715 -22.5072 14.0926
C25 -16.9210 -22.9103 13.1722
C26 -17.8901 -23.0943 15.4243
N14 -20.8576 -22.2237 13.4373
C27 -21.8175 -21.6306 12.5559
C28 -21.2082 -23.4423 14.2022
N15 -19.5784 -20.2864 14.8803
C29 -18.6654 -19.1237 14.9676
C30 -20.6037 -20.5075 15.9922
H73 -16.0823 -22.9008 13.8682
H74 -16.6492 -22.1657 12.4240
H75 -17.1328 -23.7627 12.5267
H76 -18.4119 -24.0478 15.5056
H77 -18.1498 -22.4015 16.2247
H78 -16.8325 -23.0008 15.6709
H79 -21.9865 -20.5605 12.6756
H80 -21.4724 -21.7030 11.5245
H81 -22.7035 -22.2202 12.7914
H82 -20.3523 -24.0886 14.3968
H83 -21.6700 -23.1760 15.1530
H84 -21.8514 -24.0665 13.5819
H85 -17.6383 -19.3760 15.2313
H86 -18.6263 -18.6304 13.9964
H87 -19.1026 -18.4165 15.6724
H88 -20.6275 -19.7184 16.7438
H89 -20.4496 -21.4955 16.4262
H90 -21.6037 -20.5905 15.5664
O6 -10.0832 -27.7691 20.3310
P6 -10.9969 -27.3430 19.2885
N16 -12.6919 -27.2865 19.6848
C31 -13.1252 -26.3080 20.7631
C32 -13.3648 -28.5906 19.7854
N17 -10.9874 -28.3379 17.9032
C33 -10.3562 -29.6520 17.9355
C34 -11.6829 -27.9376 16.7095
N18 -10.6590 -25.7805 18.6550
C35 -9.2754 -25.3898 18.5522
C36 -11.5592 -24.9480 17.9354
H91 -12.7378 -25.3211 20.5102
H92 -12.7951 -26.6567 21.7416
H93 -14.2131 -26.2505 20.8003
H94 -13.2069 -29.2143 18.9055
H95 -14.4187 -28.6407 20.0589
H96 -12.8756 -29.1812 20.5599
H97 -9.5158 -29.6048 17.2430
H98 -9.8953 -29.9337 18.8822
H99 -11.0019 -30.4610 17.5938
H100 -11.9445 -28.8931 16.2548
H101 -12.6150 -27.4068 16.9032
H102 -11.0789 -27.4271 15.9594
H103 -9.2122 -24.6972 19.3916
H104 -8.5423 -26.1947 18.4991
H105 -9.0721 -24.9530 17.5745
H106 -11.2785 -23.9062 17.7808
H107 -12.5191 -24.9074 18.4501
H108 -11.7207 -25.3275 16.9264
O7 -9.9356 -36.7470 21.4836
P7 -9.5949 -35.3995 22.0610
N19 -10.9526 -34.3610 22.1112
C37 -12.0981 -34.5731 21.1355
C38 -11.0172 -33.1447 22.9284
N20 -8.2842 -34.4874 21.4278
C39 -7.2660 -35.1701 20.6043
C40 -7.9519 -33.2064 22.0501
N21 -9.1901 -35.4871 23.7308
C41 -10.1956 -35.7744 24.7988
C42 -7.8183 -35.8996 24.1579
H109 -12.9961 -34.3634 21.7167
H110 -12.1837 -35.6028 20.7883
H111 -12.1352 -33.9290 20.2571
H112 -10.1953 -33.1646 23.6440
H113 -11.9507 -33.0935 23.4887
H114 -10.8240 -32.2884 22.2822
H115 -7.6454 -36.0692 20.1188
H116 -6.8674 -34.5395 19.8096
H117 -6.5018 -35.6223 21.2365
H118 -7.6421 -33.2855 23.0922
H119 -7.1954 -32.7241 21.4312
H120 -8.7597 -32.4763 21.9992
H121 -9.7903 -35.4148 25.7446
H122 -11.1378 -35.2834 24.5554
H123 -10.5245 -36.8086 24.9002
H124 -7.9930 -36.8569 24.6490
H125 -7.4763 -35.2172 24.9360
H126 -7.1024 -35.9248 23.3364
O8 -19.1488 -31.9908 15.7296
P8 -18.3715 -31.9913 14.4149
N22 -18.4366 -30.4805 13.6050
C43 -19.6462 -30.1287 13.0154
C44 -17.7218 -29.3341 14.1233
N23 -18.8175 -33.2002 13.1769
C45 -18.1666 -32.9791 11.7628
C46 -19.2391 -34.5630 13.5600
N24 -16.7159 -32.1608 14.5178
C47 -16.1178 -32.7029 15.7402
C48 -15.7630 -31.9099 13.4384
H127 -19.6915 -29.0970 12.6664
H128 -20.5102 -30.4069 13.6190
H129 -19.7865 -30.6597 12.0739
H130 -18.0789 -28.3788 13.7385
H131 -16.7269 -29.4556 13.6950
H132 -17.7190 -29.3517 15.2131
H133 -17.2635 -33.5893 11.7541
H134 -18.8977 -33.3158 11.0277
H135 -17.8328 -31.9733 11.5082
H136 -18.3759 -35.2185 13.4443
H137 -19.6589 -34.5899 14.5656
H138 -19.9992 -35.0185 12.9254
H139 -16.1360 -33.7921 15.7042
H140 -15.0787 -32.4317 15.9268
H141 -16.6067 -32.3288 16.6398
H142 -16.3267 -31.4813 12.6097
H143 -15.3380 -32.8756 13.1645
H144 -15.0613 -31.1332 13.7421
O9 -5.1024 -33.3839 13.9795
P9 -5.1704 -34.8400 13.7792
N25 -3.6687 -35.5777 14.0478
C49 -2.4693 -35.0702 13.2974
C50 -3.3984 -36.0024 15.4219
N26 -5.6768 -35.4064 12.2604
C51 -6.6393 -34.7056 11.5006
C52 -5.4042 -36.6923 11.7132
N27 -6.3247 -35.5536 14.8027
C53 -6.6225 -37.0060 14.8522
C54 -7.5062 -34.7827 15.2187
H145 -1.5736 -35.4141 13.8147
H146 -2.4102 -33.9835 13.3577
H147 -2.4851 -35.4219 12.2658
H148 -4.2146 -36.5421 15.9022
H149 -3.0554 -35.1379 15.9903
H150 -2.5191 -36.6434 15.3572
H151 -6.8738 -35.1470 10.5319
H152 -7.5236 -34.4156 12.0681
H153 -6.2501 -33.7407 11.1756
H154 -6.0469 -37.4280 12.1966
H155 -5.5855 -36.7768 10.6418
H156 -4.3260 -36.8359 11.6420
H157 -5.7838 -37.6200 14.5242
H158 -6.8267 -37.3149 15.8774
H159 -7.5276 -37.1776 14.2697
H160 -7.2178 -33.7320 15.2498
H161 -7.8177 -35.0469 16.2293
H162 -8.3582 -34.9397 14.5573
C55 -19.6558 -26.3634 24.4330
C56 -20.6752 -27.2846 24.0373
N28 -21.4805 -28.0761 23.7739
H163 -19.2760 -26.6096 25.4246
H164 -20.1010 -25.3693 24.4737
H165 -18.8365 -26.3958 23.7148